## one
Entry from the OMol25 dataset: a 2-piece molecular cluster, C5H12NO overall (ωB97M-V with the def2-TZVPD basis set).

Element x y z (Å)
C: 1.07389 0.31785 3.12695
C: 1.47459 0.30161 1.63214
C: 0.28803 -0.28748 0.85284
C: 0.54011 -0.77054 -0.38588
N: -0.54438 -0.62689 -1.32610
C: -0.85649 -1.32669 -2.38127
H: 1.74784 0.85867 3.78408
H: 0.05181 0.69984 3.05268
H: 0.93342 -0.71555 3.48508
H: 1.77480 1.30794 1.35344
H: 2.33297 -0.31696 1.33591
H: -0.51133 -0.70352 1.46973
H: 1.49275 -0.87396 -0.88899
H: -1.27521 0.07948 -1.05959
H: -0.76402 -2.41670 -2.35497
H: -0.91260 -0.88607 -3.37202
H: -1.86987 2.53477 -0.95038
H: -1.92793 1.91483 -2.35654
O: -1.62889 1.73923 -1.45358

Values from the calculation:
- Net charge: +1
- Kohn-Sham gap: 7.433 eV
- Spin multiplicity: 1
- LUMO energy: -6.01 eV


## two
Entry from the OMol25 dataset: a 2-piece molecular cluster, C5H12NO overall (ωB97M-V with the def2-TZVPD basis set).

Element x y z (Å)
C: -2.77302 1.52988 -0.05811
C: -2.16646 0.15887 0.27115
C: -1.01269 -0.11679 -0.68018
C: 0.15152 -0.82016 -0.40984
N: 1.17690 -0.76099 -1.34914
C: 2.47721 -0.99565 -1.15409
H: -3.39578 1.92315 0.67621
H: -3.21170 1.61654 -1.10002
H: -1.90925 2.16524 -0.16616
H: -2.84385 -0.69199 0.15601
H: -1.82527 0.20619 1.36277
H: -1.11201 0.56969 -1.56061
H: 0.15315 -1.47094 0.41908
H: 0.79358 -0.61097 -2.26542
H: 2.75742 -1.53551 -0.30413
H: 3.32164 -0.91714 -1.73398
H: 3.71528 -0.63885 2.90442
H: 2.62201 0.58540 2.71281
O: 3.08133 -0.19596 2.27923

Values from the calculation:
- Net charge: +1
- Kohn-Sham gap: 8.566 eV
- Spin multiplicity: 1
- LUMO energy: -5.45 eV


Which of them is most stable, and which least? Most stable: two; least stable: one.


## one
Entry from the OMol25 dataset: an isolated ion of composition C5H12NO and charge +1 (ωB97M-V with the def2-TZVPD basis set).

Element x y z (Å)
C: 0.24325 0.59287 -1.23470
O: -0.45224 1.68468 -1.86346
C: -0.72041 0.05693 -0.15193
C: 0.16725 -0.22146 1.09604
C: 0.77035 -1.58444 0.89103
C: 2.04370 -1.89038 0.71365
N: -1.83506 1.06315 0.12234
H: 0.28983 -0.16937 -2.01943
H: 1.19226 0.99870 -0.86835
H: 0.03838 2.21736 -2.49219
H: -1.18329 -0.88771 -0.43863
H: -0.42865 -0.26572 2.05891
H: 0.80585 0.67439 1.17263
H: 0.11179 -2.40163 1.13621
H: 2.75067 -1.11087 0.48658
H: 2.60763 -2.81107 0.87477
H: -2.07571 1.65524 -0.69133
H: -2.74350 0.66057 0.35632
H: -1.58211 1.73874 0.85157

Values from the calculation:
- Net charge: +1
- Kohn-Sham gap: 10.071 eV
- Spin multiplicity: 1
- SMILES string: C=CC[C@@H]([NH3+])CO
- LUMO energy: -3.45 eV


## two
Entry from the OMol25 dataset: a 2-piece molecular cluster, C5H12NO overall (ωB97M-V with the def2-TZVPD basis set).

Element x y z (Å)
C: -0.82055 -0.22177 -0.38961
C: -2.12028 0.47494 0.07419
C: -0.89701 -1.69756 -0.08147
C: 0.54336 1.91987 -0.02994
C: 2.48096 -0.58034 -0.16392
N: 0.41158 0.50389 -0.37014
O: -0.17435 0.16146 -1.57795
H: -2.78373 -0.15309 0.57147
H: -2.69740 0.99363 -0.74440
H: -1.88805 1.33717 0.67406
H: 0.08609 -2.07747 -0.21951
H: -1.57711 -2.25967 -0.83362
H: -1.11525 -2.13549 0.98811
H: 1.57340 2.26152 -0.06797
H: -0.22772 2.40231 -0.59942
H: 0.37518 1.93946 1.04687
H: 3.03978 0.17797 0.26066
H: 2.18080 -1.43029 0.39490
H: 2.61006 -0.71094 -1.24512

Values from the calculation:
- Net charge: +1
- Kohn-Sham gap (alpha / beta): 8.918 / 8.919 eV
- Spin multiplicity: 1
- LUMO energy (alpha / beta): -6.10 / -6.10 eV


Which of them is most stable, and which least? Most stable: one; least stable: two.


## one
Entry from the OMol25 dataset: a 3-piece molecular cluster, C3H12NO2 overall (ωB97M-V with the def2-TZVPD basis set).

Element x y z (Å)
C: 1.62947 1.02093 -1.68134
C: 1.57919 1.09573 -0.15669
C: -0.34305 0.57560 1.18601
N: 0.56055 0.18209 0.38612
H: 2.45358 0.41953 -2.05489
H: 0.67210 0.79095 -2.14334
H: 1.83908 2.04444 -2.00712
H: 2.55332 0.88557 0.29111
H: 1.38017 2.10635 0.19514
H: -1.11875 -0.07512 1.53298
H: -0.25796 1.61360 1.48251
H: 0.70210 -0.81507 0.21029
H: -2.85437 -0.40720 0.31636
H: -2.98302 0.39850 -0.91494
O: -2.29495 0.06586 -0.32160
H: -0.34596 -3.31323 0.36840
H: -1.37611 -2.27007 0.62952
O: -0.43057 -2.41485 0.71771

Values from the calculation:
- Net charge: +1
- Kohn-Sham gap: 11.865 eV
- Spin multiplicity: 1
- LUMO energy: -4.09 eV


## two
Entry from the OMol25 dataset: a 3-piece molecular cluster, C3H12NO2 overall (ωB97M-V with the def2-TZVPD basis set).

Element x y z (Å)
C: 0.92360 -2.06268 -1.97014
C: 1.26921 -1.49606 -0.57914
C: -0.44830 -1.34411 1.18350
N: 0.14882 -0.83426 0.16659
H: 1.76611 -2.69872 -2.21824
H: 0.90950 -1.24619 -2.68714
H: 0.03374 -2.68567 -1.85577
H: 2.10883 -0.78901 -0.60625
H: 1.46946 -2.40422 0.02510
H: -1.43167 -1.00196 1.44086
H: 0.26503 -1.96495 1.70130
H: -0.14349 0.09501 -0.15305
H: -2.15060 1.60303 0.19470
H: -1.25001 2.14954 1.24327
O: -1.46803 1.31303 0.81264
H: -0.39861 4.77261 0.42713
H: -0.79091 4.49480 1.88634
O: -0.81266 4.09979 0.98831

Values from the calculation:
- Net charge: +1
- Kohn-Sham gap: 10.365 eV
- Spin multiplicity: 1
- LUMO energy: -4.74 eV


## three
Entry from the OMol25 dataset: a 3-piece molecular cluster, C3H12NO2 overall (ωB97M-V with the def2-TZVPD basis set).

Element x y z (Å)
C: 1.61850 0.09513 1.58819
C: 1.52614 0.07641 0.10200
C: 1.78347 1.06907 -0.72193
N: 0.94585 -1.16445 -0.45892
H: 0.67108 -0.19324 2.03626
H: 2.38018 -0.57049 1.97142
H: 1.89745 1.08547 1.93026
H: 1.65123 1.04429 -1.80072
H: 2.35021 1.94943 -0.44216
H: 0.89574 -1.89856 0.24297
H: 1.47708 -1.48866 -1.25981
H: -0.07214 -1.00429 -0.78919
H: -2.15265 -0.28339 -0.44169
H: -2.11265 -1.28087 -1.64282
O: -1.62656 -1.00346 -0.85365
H: -3.51305 1.19250 1.16892
H: -3.45271 1.35732 -0.32526
O: -2.90871 1.07638 0.42449

Values from the calculation:
- Net charge: +1
- Kohn-Sham gap: 11.228 eV
- Spin multiplicity: 1
- LUMO energy: -2.98 eV


Which of them is most stable, and which least? Most stable: three; least stable: two.


## one
Entry from the OMol25 dataset: C45H34BrN4OP2Ru as an isolated structure (ωB97M-V with the def2-TZVPD basis set).

Element x y z (Å)
Ru: -0.33281 0.13375 -0.57752
C: -3.49880 0.31867 0.02785
P: -2.00509 0.83689 0.99216
C: -2.26035 0.35297 2.73078
C: -1.12642 0.30092 3.53664
C: -1.23243 0.00362 4.88669
C: -2.47574 -0.26868 5.43859
C: -3.60917 -0.24044 4.63644
C: -3.50407 0.07567 3.28906
C: -2.17543 2.65345 1.18568
C: -3.16299 3.42065 0.57137
C: -3.17903 4.80265 0.72123
C: -2.21775 5.43529 1.49448
C: -1.24510 4.67707 2.13230
C: -1.22702 3.30041 1.97725
C: -3.14341 -0.97044 -0.62781
C: -3.82509 -2.16370 -0.77067
C: -2.88773 -3.11031 -1.24696
C: -1.68218 -2.44967 -1.37577
C: -0.27276 -2.93297 -1.47435
P: 0.50620 -1.96809 -0.09326
C: 2.30242 -2.25729 -0.13695
C: 3.13277 -1.33984 0.50216
C: 4.50317 -1.54420 0.55873
C: 5.05926 -2.67455 -0.02449
C: 4.24381 -3.58836 -0.67561
C: 2.87321 -3.37751 -0.73833
C: -0.06839 -2.99335 1.32084
C: 0.46811 -4.24066 1.64627
C: -0.07212 -4.98678 2.68292
C: -1.15866 -4.50444 3.40201
C: -1.70804 -3.27628 3.07472
C: -1.16373 -2.53122 2.04054
N: -1.85330 -1.13491 -1.03977
H: -3.69076 1.11252 -0.70208
H: -4.39808 0.22443 0.63594
H: -0.14871 0.46640 3.09392
H: -0.34260 -0.03421 5.50169
H: -2.56059 -0.51377 6.48922
H: -4.58079 -0.46163 5.05931
H: -4.40203 0.10087 2.68354
H: -3.93475 2.95537 -0.02707
H: -3.95398 5.38295 0.23571
H: -2.23210 6.51129 1.61038
H: -0.49866 5.15705 2.75233
H: -0.46482 2.71891 2.48375
H: -4.86483 -2.33696 -0.53957
H: -3.06296 -4.15782 -1.43743
H: 0.21262 -2.69340 -2.42279
H: -0.21338 -4.00612 -1.30105
H: 2.69515 -0.45711 0.95581
H: 5.13821 -0.81996 1.05238
H: 6.12880 -2.83555 0.01940
H: 4.67477 -4.46545 -1.14165
H: 2.24665 -4.09281 -1.25827
H: 1.31878 -4.62993 1.10608
H: 0.35676 -5.94896 2.93247
H: -1.57648 -5.09125 4.21033
H: -2.56350 -2.89339 3.61738
H: -1.61020 -1.58499 1.76385
O: -1.44387 5.69927 -3.12822
C: -1.31549 4.44630 -2.65690
C: -2.16566 3.40465 -3.01492
C: -1.96277 2.15631 -2.46237
N: -0.98309 1.92085 -1.58729
C: -0.15528 2.91892 -1.30664
Br: 1.25236 2.32460 -0.17548
C: -0.25850 4.19842 -1.78209
H: -2.18050 5.75056 -3.74806
H: -2.96979 3.55644 -3.72316
H: -2.57832 1.30496 -2.72093
H: 0.43826 4.97612 -1.50777
N: -0.88255 -0.33478 -4.45945
C: -0.14991 -0.24478 -3.57349
N: 8.59634 1.09788 -3.40204
C: 7.46570 0.91244 -3.28566
C: 6.06216 0.68518 -3.14058
C: 5.55977 -0.62486 -3.06995
C: 4.21815 -0.84993 -2.91148
C: 3.30235 0.23947 -2.81107
C: 3.83208 1.56288 -2.90821
C: 5.17549 1.77199 -3.06460
C: 1.96891 0.03626 -2.60696
C: 0.70097 -0.13755 -2.42640
H: 6.24602 -1.45906 -3.13702
H: 3.83531 -1.85804 -2.84678
H: 3.15106 2.40225 -2.85169
H: 5.56698 2.77845 -3.13165

Values from the calculation:
- Net charge: 0
- Kohn-Sham gap (alpha / beta): 6.533 / 6.392 eV
- Spin multiplicity: 2
- LUMO energy (alpha / beta): 0.07 / -0.72 eV


## two
Entry from the OMol25 dataset: C45H34BrN4OP2Ru as an isolated structure (ωB97M-V with the def2-TZVPD basis set).

Element x y z (Å)
Ru: -0.61807 -0.25722 -1.18254
C: -2.74085 2.25352 -1.37282
P: -1.38817 1.82128 -0.18747
C: -0.09889 3.08790 -0.15178
C: 0.12436 3.91483 -1.24687
C: 1.22079 4.76847 -1.26813
C: 2.10287 4.78919 -0.19966
C: 1.89168 3.95657 0.89413
C: 0.79854 3.10573 0.91597
C: -2.32568 1.98086 1.36432
C: -2.29216 3.14967 2.12517
C: -3.14953 3.30413 3.20409
C: -4.06345 2.30523 3.51434
C: -4.12251 1.15613 2.74260
C: -3.25471 0.99182 1.66964
C: -3.43824 0.93494 -1.57281
C: -4.75324 0.54463 -1.56161
C: -4.76218 -0.89043 -1.57592
C: -3.45007 -1.29160 -1.61935
C: -2.71190 -2.59545 -1.47142
P: -1.33359 -2.18895 -0.33937
C: -0.17086 -3.58874 -0.22719
C: -0.35299 -4.50750 0.80703
C: 0.52370 -5.57067 0.97302
C: 1.60063 -5.71365 0.11359
C: 1.79365 -4.80078 -0.91124
C: 0.91984 -3.73464 -1.08142
C: -1.97769 -2.04233 1.33175
C: -3.20934 -2.55798 1.71445
C: -3.59925 -2.49071 3.04780
C: -2.75466 -1.92353 3.99086
C: -1.52311 -1.40728 3.60950
C: -1.13601 -1.46304 2.28042
N: -2.64424 -0.18506 -1.63119
H: -2.32957 2.67171 -2.28916
H: -3.39510 2.98815 -0.90352
H: -0.54658 3.89395 -2.09612
H: 1.38596 5.40734 -2.12616
H: 2.95798 5.45330 -0.21672
H: 2.58511 3.96332 1.72551
H: 0.65362 2.44273 1.76134
H: -1.59030 3.93816 1.88353
H: -3.11141 4.20999 3.79555
H: -4.73802 2.43187 4.35190
H: -4.84495 0.38203 2.96634
H: -3.33216 0.10902 1.05110
H: -5.61153 1.19701 -1.52099
H: -5.63115 -1.53002 -1.56293
H: -2.21590 -2.91087 -2.39257
H: -3.34484 -3.41218 -1.12421
H: -1.18633 -4.39974 1.49021
H: 0.36503 -6.27795 1.77667
H: 2.29491 -6.53391 0.24854
H: 2.63654 -4.90511 -1.58188
H: 1.09823 -3.03455 -1.87544
H: -3.87432 -2.99764 0.98271
H: -4.56120 -2.88708 3.34622
H: -3.06184 -1.87826 5.02826
H: -0.87063 -0.95231 4.34324
H: -0.18084 -1.04942 1.97244
O: 3.54789 0.94859 -6.33074
C: 2.75423 1.06079 -5.24047
C: 3.18472 0.77051 -3.95214
C: 2.27906 0.90726 -2.92204
N: 1.01561 1.31459 -3.08915
C: 0.64758 1.58402 -4.32400
Br: -1.16058 2.10060 -4.60852
C: 1.45340 1.48671 -5.44335
H: 4.40484 0.59196 -6.07287
H: 4.19195 0.42722 -3.75148
H: 2.55730 0.66609 -1.90620
H: 1.08692 1.70592 -6.43403
N: 0.16722 -1.92374 -3.74750
C: -0.17042 -1.33794 -2.80710
N: 8.14125 0.14154 3.73013
C: 7.14116 0.06655 3.17027
C: 5.87864 -0.02809 2.45941
C: 5.56231 0.91627 1.49233
C: 4.35359 0.82724 0.81915
C: 3.45614 -0.20361 1.10099
C: 3.79001 -1.14390 2.07430
C: 4.99479 -1.05841 2.75386
C: 2.20003 -0.26603 0.39731
C: 1.16819 -0.27928 -0.24748
H: 6.25297 1.71856 1.27072
H: 4.09542 1.57062 0.07552
H: 3.10078 -1.94903 2.29286
H: 5.24967 -1.78987 3.50848

Values from the calculation:
- Net charge: 0
- Kohn-Sham gap (alpha / beta): 7.363 / 6.270 eV
- Spin multiplicity: 2
- LUMO energy (alpha / beta): -0.37 / -1.44 eV


Which of them is most stable, and which least? Most stable: two; least stable: one.


## one
Entry from the OMol25 dataset: one molecule with the formula CH2N2O2S2 (ωB97M-V with the def2-TZVPD basis set).

Element x y z (Å)
C: 1.81946 -0.34726 0.06817
N: 1.16359 0.64945 0.30371
N: -0.92595 -0.72219 -0.00664
O: -0.93193 1.47279 1.19176
O: -0.65283 1.45855 -1.27905
S: 2.80766 -1.49086 -0.01240
S: -0.47959 0.89491 -0.01277
H: -1.69781 -0.88680 0.65686
H: -1.10260 -1.02859 -0.90963

Values from the calculation:
- Net charge: 0
- Kohn-Sham gap: 10.020 eV
- Spin multiplicity: 1
- SMILES string: NS(=O)(=O)N=C=S
- LUMO energy: -0.12 eV


## two
Entry from the OMol25 dataset: CH2N2O2S2 as an isolated structure (ωB97M-V with the def2-TZVPD basis set).

Element x y z (Å)
C: -0.19447 0.98582 0.18150
N: -1.10562 0.22515 0.68743
N: 0.73738 0.90998 -0.67509
O: 0.96199 -1.41968 0.58615
O: -1.01153 -2.36175 -0.48651
S: -1.27086 1.90371 1.21315
S: -0.35704 -1.96932 0.75087
H: 0.81826 0.12622 -1.25793
H: 1.42188 1.59987 -0.99957

Values from the calculation:
- Net charge: 0
- Kohn-Sham gap: 8.052 eV
- Spin multiplicity: 1
- LUMO energy: -0.34 eV


Which of them is most stable, and which least? Most stable: one; least stable: two.